No. 1
Density functional theory data (ωB97M-V/def2-TZVPD) for a structure of composition H10LiO5.

Summary:
HOMO energy, eV: -15.3
Total charge: +1
Orbital gap, eV: 11.982
Relative energy (zero: lowest compared OMol25 entry of this formula, charge and spin), kJ/mol: 189.3

Geometry as XYZ:
```
16
Properties=species:S:1:pos:R:3:forces:R:3
Li -0.148 0.033 -0.068 0.789 0.300 0.077
O -1.269 1.867 0.250 -1.029 0.906 0.025
H -2.187 1.594 0.121 -0.031 -0.344 -0.055
H -1.438 2.839 0.301 0.876 -0.901 0.012
O 1.667 0.976 0.248 -0.278 3.659 2.453
H 2.274 0.797 -0.455 0.836 0.280 -0.555
H 1.869 1.966 0.667 -0.616 -4.135 -1.936
O -0.215 -2.142 -0.501 4.207 -2.493 -0.367
H -0.916 -2.390 0.047 -2.073 -0.605 1.385
H 0.466 -2.954 -0.270 -2.284 3.275 -1.081
O -0.149 -0.785 2.141 0.425 -1.306 1.318
H -1.093 -0.712 2.419 1.325 -0.387 0.366
H 0.387 -1.402 2.785 -2.013 1.901 -1.771
O 0.097 0.199 -2.164 3.940 7.305 0.194
H -0.068 -0.529 -2.602 -1.846 -6.504 -3.157
H 0.728 0.642 -2.914 -2.228 -0.948 3.094
```
Positions in Å, forces in eV/Å.


No. 2
Density functional theory data (ωB97M-V/def2-TZVPD) for a structure of composition C5H11N3.

Summary:
HOMO energy (alpha / beta), eV: -8.3 / -8.3
Total charge: 0
Orbital gap (alpha / beta), eV: 8.339 / 8.340
Relative energy (zero: lowest compared OMol25 entry of this formula, charge and spin), kJ/mol: 471.7

Geometry as XYZ:
```
19
Properties=species:S:1:pos:R:3:forces:R:3
C 0.696 -1.699 -0.809 -1.237 0.748 -0.703
C 2.018 -0.370 0.691 -0.079 -0.002 -0.072
N 0.824 -1.191 0.458 -0.497 0.657 0.542
H -0.047 -0.573 0.689 0.643 -0.517 -0.038
H -0.198 -0.772 -1.435 1.176 -0.759 0.214
H 0.030 -2.555 -0.893 0.100 -0.141 0.050
H 1.600 -1.767 -1.408 -0.055 0.175 0.012
H 1.901 0.160 1.635 0.040 -0.038 0.001
H 2.188 0.368 -0.102 0.009 -0.052 0.005
H 2.883 -1.029 0.762 -0.009 0.040 0.009
C -2.364 0.496 0.877 0.006 -0.211 0.216
C -0.384 1.415 -0.821 0.370 -0.490 0.450
C -1.177 0.595 -0.007 0.056 0.176 -1.428
N -0.995 0.247 -1.344 -0.504 0.391 1.019
N 0.438 2.297 -1.169 0.040 0.124 -0.143
H 0.608 2.968 -0.421 -0.119 -0.098 -0.064
H -2.674 -0.545 0.988 0.009 0.051 -0.010
H -2.148 0.903 1.866 -0.031 -0.030 -0.050
H -3.199 1.055 0.444 0.084 -0.026 -0.013
```
Positions in Å, forces in eV/Å.


No. 3
Density functional theory data (ωB97M-V/def2-TZVPD) for an isolated molecule of C3H5N3OS.

Summary:
HOMO energy, eV: -9.2
Total charge: 0
Orbital gap, eV: 9.741
SMILES string: [H]/N=C1\ON=CCN1S
Relative energy (zero: lowest compared OMol25 entry of this formula, charge and spin), kJ/mol: 542.4

Geometry as XYZ:
```
13
Properties=species:S:1:pos:R:3:forces:R:3
H -0.329 2.903 -0.081 4.040 -1.562 0.627
N 0.687 2.260 0.072 -3.856 0.757 0.022
C 0.102 1.127 0.032 0.860 0.104 -2.088
O -1.267 1.232 -0.272 -0.889 -0.951 0.793
N -2.112 0.069 -0.554 4.630 -1.177 1.153
C -1.377 -0.976 -0.254 -4.164 -0.459 -2.482
C -0.096 -1.261 0.383 0.930 -1.720 0.632
N 0.775 -0.171 -0.095 -2.461 2.411 1.982
S 2.388 -0.192 -0.465 2.251 0.832 0.721
H -1.806 -1.863 -0.739 -0.473 0.096 0.737
H -0.359 -1.511 1.512 1.160 1.159 -1.621
H 0.239 -2.301 -0.017 -0.210 2.042 0.545
H 3.155 0.684 0.478 -1.819 -1.532 -1.020
```
Positions in Å, forces in eV/Å.


No. 4
Density functional theory data (ωB97M-V/def2-TZVPD) for a cluster of 5 separate species, H9O4S in total.

Summary:
HOMO energy, eV: -3.8
Total charge: -1
Orbital gap, eV: 7.314
Relative energy (zero: lowest compared OMol25 entry of this formula, charge and spin), kJ/mol: 134.2

Geometry as XYZ:
```
14
Properties=species:S:1:pos:R:3:forces:R:3
S 0.621 0.362 -0.194 -0.492 -0.578 0.764
H 1.027 1.047 -1.227 0.556 0.653 -0.735
H -0.093 1.248 -3.032 0.499 0.222 -0.460
H -1.100 0.669 -2.232 -0.529 -0.618 1.142
O -0.988 0.928 -3.140 0.005 0.338 -0.649
H 1.226 -1.788 3.426 -2.458 0.905 -3.396
H 2.580 -1.206 4.007 -2.155 -1.454 -0.307
O 1.823 -1.874 4.089 4.597 0.579 3.645
H -1.545 2.985 -0.433 -0.038 -0.556 2.927
H -1.087 2.236 0.906 0.320 -0.270 -0.633
O -1.669 2.937 0.587 -0.233 0.774 -2.384
H 0.121 -2.909 -0.419 1.189 0.082 1.097
H -0.197 -1.987 -1.587 -0.099 -0.156 0.732
O -0.524 -2.751 -1.074 -1.163 0.080 -1.744
```
Positions in Å, forces in eV/Å.


No. 5
Density functional theory data (ωB97M-V/def2-TZVPD) for an isolated molecule of C23H38N4O4S.

Summary:
HOMO energy, eV: -7.6
Total charge: 0
Orbital gap, eV: 8.197
SMILES string: CCOc1cc(NC(=S)NCCCN2CCOCC2)c(OCC)cc1NC(=O)CC(C)C

Geometry as XYZ:
```
70
Properties=species:S:1:pos:R:3:forces:R:3
C 3.340 1.787 2.827 -0.272 -0.313 -0.093
C 2.674 0.419 2.899 0.469 0.122 0.279
O 1.416 0.362 2.237 -0.366 -0.016 -0.495
C 1.485 0.423 0.850 0.079 -0.164 -0.071
C 1.407 1.638 0.187 0.085 -0.293 -0.082
C 1.430 1.691 -1.200 -0.003 -0.472 0.097
N 1.307 2.886 -1.911 0.196 -0.098 -0.192
C 0.376 3.870 -1.749 0.033 0.192 0.151
S 0.348 5.097 -2.861 -0.014 0.497 -0.589
N -0.437 3.809 -0.677 0.475 -0.407 -0.149
C -1.639 4.602 -0.584 -0.379 0.206 -0.102
C -2.869 3.784 -0.990 0.158 -0.061 0.314
C -3.189 2.666 0.009 -0.116 0.167 -0.287
N -2.082 1.725 0.151 -0.049 -0.061 0.245
C -2.011 0.711 -0.895 -0.105 -0.290 -0.003
C -3.001 -0.440 -0.677 0.091 0.257 -0.245
O -2.826 -1.028 0.594 0.078 -0.102 0.021
C -2.988 -0.069 1.618 0.131 0.278 0.161
C -1.987 1.079 1.453 -0.191 -0.356 0.088
C 1.621 0.499 -1.931 -0.133 0.297 0.359
O 1.703 0.651 -3.279 -0.039 0.232 0.219
C 1.929 -0.492 -4.086 0.073 -0.268 -0.363
C 2.034 -0.019 -5.527 -0.053 -0.017 0.445
C 1.681 -0.715 -1.268 0.038 -0.069 -0.273
C 1.579 -0.768 0.119 -0.018 0.436 0.031
N 1.548 -1.960 0.839 0.036 0.278 0.490
C 1.551 -3.244 0.378 0.188 -0.156 0.468
O 1.677 -3.547 -0.788 -0.054 -0.102 -0.319
C 1.373 -4.271 1.478 -0.248 -0.192 -0.319
C -0.104 -4.680 1.617 0.047 0.005 0.274
C -0.219 -5.855 2.585 0.006 0.122 -0.274
C -0.968 -3.515 2.095 0.023 -0.188 -0.273
H 4.244 1.780 3.430 0.117 0.018 0.051
H 3.607 2.029 1.801 0.072 0.066 -0.039
H 2.668 2.552 3.207 -0.039 0.103 0.050
H 3.350 -0.343 2.487 -0.118 0.016 0.061
H 2.444 0.166 3.938 0.090 -0.033 -0.109
H 1.331 2.547 0.762 -0.020 0.100 0.073
H 1.746 2.886 -2.823 -0.150 0.179 0.156
H -0.552 2.902 -0.225 0.007 0.045 -0.058
H -1.527 5.466 -1.242 -0.005 -0.104 0.207
H -1.744 4.949 0.448 -0.037 0.049 -0.021
H -2.698 3.370 -1.985 -0.037 0.042 -0.098
H -3.733 4.447 -1.048 -0.056 0.009 -0.065
H -4.123 2.174 -0.301 -0.005 0.005 0.121
H -3.364 3.121 0.987 -0.055 -0.036 0.002
H -2.188 1.177 -1.865 0.065 -0.008 -0.067
H -0.996 0.301 -0.884 -0.007 -0.020 -0.095
H -2.830 -1.233 -1.406 -0.048 0.082 -0.043
H -4.037 -0.080 -0.779 0.058 -0.064 -0.008
H -2.819 -0.597 2.557 -0.053 0.077 0.029
H -4.019 0.320 1.604 0.046 -0.055 0.033
H -2.134 1.822 2.238 0.042 0.004 0.030
H -0.975 0.674 1.544 -0.067 -0.009 0.106
H 2.857 -0.991 -3.776 -0.128 0.026 0.036
H 1.097 -1.199 -3.974 0.106 0.054 0.065
H 1.120 0.491 -5.818 -0.078 0.031 -0.068
H 2.193 -0.870 -6.182 0.019 -0.083 -0.087
H 2.865 0.673 -5.634 0.081 0.047 -0.049
H 1.779 -1.643 -1.803 0.001 -0.024 -0.058
H 1.372 -1.814 1.826 0.035 -0.138 -0.174
H 1.743 -3.892 2.433 0.013 -0.007 0.072
H 1.954 -5.152 1.200 0.065 0.094 0.007
H -0.458 -4.999 0.632 0.049 0.012 0.014
H 0.373 -6.700 2.241 0.067 -0.125 0.010
H 0.132 -5.569 3.575 0.041 0.018 0.152
H -1.254 -6.175 2.670 -0.105 -0.061 0.057
H -1.001 -2.712 1.363 -0.056 0.136 -0.007
H -1.990 -3.851 2.252 -0.133 0.018 0.038
H -0.594 -3.121 3.039 0.057 0.070 0.162
```
Positions in Å, forces in eV/Å.


No. 6
Density functional theory data (ωB97M-V/def2-TZVPD) for an isolated molecule of C6H4N2O.

Summary:
HOMO energy, eV: -9.7
Total charge: 0
Orbital gap, eV: 9.443
SMILES string: [H]/N=C/NC(=O)C#CC#C
Relative energy (zero: lowest compared OMol25 entry of this formula, charge and spin), kJ/mol: 454.1

Geometry as XYZ:
```
13
Properties=species:S:1:pos:R:3:forces:R:3
H -4.438 0.337 -0.183 1.843 0.121 0.256
N -3.382 0.456 -0.277 -2.322 -1.504 0.588
C -2.719 -0.546 0.147 -1.320 0.087 -0.294
N -1.359 -0.487 -0.083 1.538 -3.253 0.600
C -0.589 0.648 0.021 1.843 1.633 -0.378
O -0.974 1.817 0.103 1.099 -3.149 0.010
C 0.954 0.281 -0.034 0.295 -0.172 -0.430
C 2.155 0.016 -0.168 -1.799 1.391 0.443
C 3.551 0.097 -0.196 5.899 -0.026 2.183
C 4.806 0.167 0.115 -4.043 -0.055 -2.589
H -2.996 -1.570 0.661 -0.079 2.075 -1.055
H -0.970 -1.508 -0.112 -0.010 3.197 0.189
H 5.960 0.292 0.005 -2.944 -0.344 0.476
```
Positions in Å, forces in eV/Å.


Number 1: calculated total energy -389.54421 Ha. Number 2: calculated total energy -361.20974 Ha. Number 3: calculated total energy -754.83248 Ha. Number 4: calculated total energy -704.58444 Ha. Number 5: calculated total energy -1817.40542 Ha. Number 6: calculated total energy -415.59521 Ha.